(1)
Computed, not measured: 5 unconnected molecules or ions with the total composition C30H60BrFN2O12P3 at a distorted geometry, with ωB97M-V/def2-TZVPD.

Atoms and positions in Å:
C 7.5445 -3.1315 -1.7880
C 6.3502 -2.2265 -2.1174
C 5.4243 -2.0878 -0.9180
F 6.0059 -2.4362 0.2679
N 4.8374 -0.7606 -0.7267
C 5.4210 0.5139 -0.7333
P 7.1965 0.9919 -0.9503
C 7.3786 1.1885 -2.7675
O 8.1028 -0.3100 -0.5938
C 4.4457 1.4431 -0.4668
P 4.7405 3.2624 -0.3259
O 5.6277 3.5905 -1.6469
Br 2.8260 4.3332 -0.7531
N 3.2497 0.6891 -0.2733
P 1.6347 1.2538 0.1999
O 1.0305 0.2389 1.0625
C 3.5288 -0.6035 -0.4723
O 2.6819 -1.5985 -0.4161
C 1.9560 -1.7319 -1.6955
C 0.8480 -2.7839 -1.6292
C 0.7669 -3.4631 -0.2620
C -0.4784 -2.2064 -2.1416
C -1.0509 -1.0631 -1.3106
C -1.9939 -0.1737 -2.1220
C -1.7581 -1.5068 -0.0078
H 7.1675 -4.1230 -1.5493
H 8.1074 -2.7682 -0.9394
H 8.2206 -3.2046 -2.6333
H 6.7133 -1.2786 -2.4981
H 5.8334 -2.7188 -2.9366
H 4.5826 -2.7591 -1.0592
H 6.6006 0.6138 -3.2691
H 8.3403 0.8133 -3.1059
H 7.2663 2.2269 -3.0442
H 8.3549 -0.2719 0.3353
H 5.1640 3.2627 -2.4343
H 1.9423 2.3938 0.9431
H 0.9237 1.5482 -0.9747
H 2.6616 -1.9306 -2.5023
H 1.5028 -0.7635 -1.9148
H 1.1192 -3.5666 -2.3388
H 0.7601 -2.7488 0.5552
H 1.5654 -4.1824 -0.1003
H -0.1727 -4.0053 -0.1929
H -0.2516 -1.7989 -3.1331
H -1.2046 -3.0030 -2.2931
H -0.2153 -0.4259 -1.0143
H -2.2624 0.6883 -1.5067
H -1.4957 0.2116 -3.0147
H -2.9018 -0.7248 -2.3588
H -1.0921 -1.3286 0.8346
H -2.0046 -2.5646 -0.0364
H -2.6368 -0.8904 0.1486
O -3.5344 1.4984 -0.1772
C -3.3742 2.3555 0.6510
O -2.1040 2.7240 0.9431
C -1.7939 3.8307 1.7945
C -1.8165 3.4404 3.2572
C -4.5229 2.9569 1.4141
H -2.4470 4.6768 1.5798
H -0.7856 4.1356 1.5126
H -2.8076 3.1127 3.5683
H -1.5211 4.2839 3.8817
H -1.1303 2.6120 3.4360
H -4.7905 2.2862 2.2287
H -5.3712 3.0427 0.7455
H -4.3199 3.9498 1.8112
O 11.1306 7.8989 -1.1071
C 10.2417 7.2649 -0.6202
O 9.4147 6.5702 -1.4357
C 8.4314 5.6551 -0.9623
C 7.1426 6.3512 -0.5765
C 9.9743 7.2822 0.8683
H 8.8296 5.0435 -0.1500
H 8.2443 4.9806 -1.7973
H 7.2902 7.0494 0.2472
H 6.3940 5.6196 -0.2774
H 6.7551 6.9266 -1.4176
H 9.4015 8.1764 1.1094
H 10.9314 7.3261 1.3813
H 9.4473 6.4062 1.2396
O -7.0637 1.4616 0.8432
C -7.2662 0.2998 1.0786
O -6.7260 -0.2248 2.1958
C -7.0085 -1.5512 2.6517
C -6.1166 -2.5725 1.9789
C -8.0312 -0.5912 0.1322
H -8.0670 -1.7854 2.5360
H -6.8041 -1.5352 3.7216
H -6.2828 -2.6011 0.9034
H -6.3067 -3.5678 2.3819
H -5.0675 -2.3193 2.1427
H -7.3594 -0.9260 -0.6571
H -8.8295 0.0026 -0.3086
H -8.4955 -1.4542 0.5992
O -8.7562 -3.4821 0.4345
C -9.4444 -4.4210 0.7409
O -10.2649 -4.2975 1.7933
C -11.2419 -5.2819 2.1545
C -10.6442 -6.3879 2.9983
C -9.3411 -5.7439 0.0210
H -11.7497 -5.6624 1.2676
H -11.9883 -4.7415 2.7331
H -9.8770 -6.9400 2.4551
H -11.4179 -7.0900 3.3079
H -10.1732 -5.9695 3.8876
H -8.4926 -6.2948 0.4246
H -9.1642 -5.5425 -1.0326
H -10.2343 -6.3592 0.0882

Force components x, y, z for each atom (eV/Å):
C -0.268 -0.064 0.121
C 0.957 -0.218 -0.005
C -0.263 -0.285 -0.363
F 0.227 0.166 0.135
N -0.619 0.733 -0.090
C 0.644 -0.005 -0.389
P 0.342 1.806 0.679
C -0.588 -1.011 0.051
O -0.398 -0.458 -0.311
C -0.592 -1.065 -0.679
P 1.123 0.589 1.464
O -0.845 -0.699 -0.272
Br -0.091 -0.370 -0.449
N 0.019 1.031 -0.690
P -0.568 -0.747 1.590
O -0.158 -0.254 -0.224
C 0.121 -0.526 0.408
O 0.221 0.190 -0.465
C -0.727 0.204 -0.343
C 0.125 -0.717 0.213
C -0.394 0.071 0.133
C 0.495 0.614 -0.055
C -0.482 0.049 0.162
C 0.521 0.166 0.297
C 0.678 0.254 -0.207
H 0.162 -0.182 0.008
H 0.048 0.072 0.080
H -0.047 -0.017 -0.167
H -0.084 0.135 0.148
H -0.444 0.187 -0.025
H -0.179 0.001 0.180
H 0.066 0.062 -0.294
H 0.173 0.037 0.122
H 0.136 0.251 0.142
H 0.166 -0.039 0.043
H 0.287 0.243 -0.300
H 0.219 0.202 -0.539
H 0.454 0.250 -0.123
H 0.329 -0.157 0.183
H 0.073 0.126 0.091
H 0.089 -0.049 -0.080
H 0.067 0.101 0.083
H 0.189 0.051 -0.012
H -0.042 -0.145 -0.073
H -0.150 -0.069 -0.164
H -0.062 -0.107 0.094
H 0.081 0.036 0.091
H -0.107 -0.299 -0.257
H -0.161 -0.217 -0.261
H -0.096 0.097 -0.279
H -0.046 -0.150 0.162
H -0.275 -0.048 0.047
H -0.234 -0.122 0.047
O 0.013 0.253 0.257
C -0.434 -0.146 0.241
O 0.360 0.033 -0.279
C -0.041 0.053 0.241
C -0.063 -0.110 0.022
C 0.210 0.580 -0.201
H -0.039 -0.035 0.015
H 0.008 -0.052 -0.100
H -0.026 0.073 -0.005
H 0.009 0.007 -0.008
H 0.048 0.027 -0.008
H -0.082 -0.043 -0.040
H -0.073 -0.268 0.030
H 0.094 -0.095 0.132
O 0.045 -0.017 -0.123
C -0.095 0.179 0.272
O 0.084 -0.122 -0.275
C -0.157 -0.029 0.123
C 0.046 0.222 0.040
C 0.120 -0.408 0.066
H -0.009 0.045 0.040
H 0.076 0.038 -0.060
H 0.016 -0.068 0.058
H -0.007 0.014 0.047
H -0.002 -0.073 -0.050
H -0.001 0.015 -0.001
H 0.021 0.184 -0.053
H -0.120 0.081 -0.026
O -0.107 0.050 0.106
C 0.033 -0.155 -0.409
O 0.049 0.210 0.281
C -0.011 -0.279 -0.002
C 0.123 0.086 -0.139
C -0.434 0.154 0.367
H 0.027 -0.015 -0.116
H 0.023 0.146 -0.002
H -0.112 -0.058 0.004
H -0.015 0.005 0.006
H -0.015 -0.015 0.087
H 0.018 -0.016 0.011
H 0.168 0.122 -0.140
H 0.247 0.065 -0.086
O -0.083 -0.252 0.040
C 0.149 -0.276 -0.011
O -0.112 0.279 0.053
C -0.082 -0.254 0.112
C 0.181 0.015 -0.042
C -0.368 0.053 -0.241
H 0.069 -0.011 -0.035
H 0.061 0.126 -0.029
H -0.060 -0.046 -0.040
H -0.016 0.015 0.006
H -0.071 0.017 0.031
H 0.009 0.000 0.010
H 0.177 0.050 0.041
H 0.061 -0.054 0.129

The molar mass is 832.64 g mol⁻¹. Its lowest unoccupied orbital energy is -3.092 eV. As for the charge: +1. For the HOMO-LUMO gap, the calculation gives 7.970 eV.

Atomic partial charges in e from the Mulliken method, atoms 1 to 6:
1 C -1.44
2 C 0.23
3 C 0.00
4 F -0.41
5 N 0.20
6 C 0.24



(2)
Computed, not measured: C21H22N2O2 in the gas phase at a distorted geometry, with ωB97M-V/def2-TZVPD.

Atoms and positions in Å:
C 6.1175 2.3605 2.3218
O 6.0495 0.9081 2.2826
C 4.8303 0.3060 2.3336
C 4.7860 -1.1166 2.3411
C 3.5737 -1.7618 2.4674
C 2.3461 -1.0499 2.6011
C 1.1035 -1.7471 2.9151
C -0.1408 -1.1983 2.9648
C -1.4155 -1.8348 3.5045
C -2.6783 -1.0562 3.0438
C -3.8858 -1.7418 2.8678
C -5.0558 -1.0745 2.5309
C -5.0620 0.3374 2.4148
O -6.2706 0.9504 2.2850
C -6.3746 2.3979 2.3248
C -3.8302 1.0278 2.4767
C -2.6709 0.3293 2.8274
N -1.3935 -2.1113 4.9356
C -2.0620 -3.1207 5.5901
N -1.8556 -3.0391 6.8883
C -1.0820 -1.9481 7.1486
C -0.7803 -1.6674 8.5724
C -0.7709 -1.3469 5.9176
C 2.4084 0.3603 2.4946
C 3.6143 1.0358 2.3682
H 7.1873 2.5840 2.3061
H 5.6182 2.8053 1.4463
H 5.6540 2.7468 3.2430
H 5.7336 -1.6559 2.2692
H 3.5634 -2.8502 2.5239
H 1.1563 -2.8353 3.0019
H -0.3435 -0.3549 2.2969
H -1.4447 -2.8009 2.9809
H -3.8693 -2.8302 2.8985
H -5.9815 -1.6244 2.3901
H -7.4500 2.5940 2.3077
H -5.9296 2.8095 3.2431
H -5.9007 2.8499 1.4414
H -3.8006 2.1026 2.2792
H -1.7333 0.8915 2.8136
H -2.6323 -3.8882 5.0904
H -0.2219 -0.7441 8.7448
H -1.7281 -1.6007 9.1313
H -0.2156 -2.5000 9.0243
H -0.1386 -0.5175 5.6340
H 1.4846 0.9265 2.5933
H 3.6279 2.1276 2.3131

Force components x, y, z for each atom (eV/Å):
C -0.217 -0.840 -0.016
O -0.067 0.523 -0.008
C -0.937 -0.038 -0.133
C 0.408 1.220 -0.026
C -0.822 0.238 0.316
C 1.032 0.579 -0.604
C -1.618 -0.173 -0.281
C 0.645 -0.065 -0.811
C -0.035 -0.185 -1.509
C 0.356 0.326 0.452
C 0.238 0.260 -0.479
C -0.015 0.630 0.164
C 0.784 -0.004 0.352
O -0.058 0.440 -0.167
C 0.268 -0.814 -0.109
C -0.744 -0.392 0.209
C -0.002 -0.133 -0.484
N 0.023 -0.029 0.796
C 1.002 0.915 0.439
N -0.814 -0.712 -0.366
C 0.050 0.223 -2.089
C 0.151 0.162 0.662
C -0.279 -0.570 0.847
C -0.055 -0.809 0.358
C 0.752 -0.323 -0.091
H -0.300 0.010 0.007
H 0.196 -0.181 0.235
H 0.182 -0.138 -0.249
H -0.375 0.113 0.047
H -0.050 0.205 -0.031
H 0.316 0.185 0.930
H 0.447 0.361 0.952
H -0.327 -0.149 0.406
H -0.179 0.173 0.205
H 0.076 0.148 0.047
H 0.284 -0.007 0.008
H -0.084 -0.198 -0.233
H -0.100 -0.115 0.228
H 0.076 -0.405 0.168
H -0.372 -0.201 0.333
H 0.030 0.095 -0.069
H -0.036 -0.083 -0.170
H 0.318 0.018 -0.196
H -0.152 0.282 -0.233
H -0.146 -0.058 0.155
H 0.211 -0.020 -0.028
H -0.061 -0.462 0.065

The molar mass is 334.42 g mol⁻¹. Its lowest unoccupied orbital energy is 0.304 eV. For the HOMO-LUMO gap, the calculation gives 8.207 eV. Its energy above the lowest of the compared OMol25 structures with the same formula, charge and spin is 368.93 kJ/mol.

Atomic partial charges in e from the Mulliken method, atoms 1 to 6:
1 C -0.79
2 O -0.45
3 C 0.88
4 C -0.61
5 C -0.60
6 C 0.64



(3)
Computed, not measured: 10 unconnected molecules or ions with the total composition C12H44N4O10 at a distorted geometry, with ωB97M-V/def2-TZVPD.

Atoms and positions in Å:
N 1.2548 -3.5644 -2.8381
C 0.3768 -3.1753 -1.9772
N -0.7832 -2.8624 -2.5279
O 0.5266 -3.0907 -0.6278
H 2.2581 -3.6170 -2.6231
H 0.9859 -3.5735 -3.8166
H -1.5504 -2.8349 -1.8446
H -0.8943 -2.9673 -3.5193
N -1.0529 1.8468 -1.5204
C -2.2628 1.6964 -0.9776
N -3.1050 0.9294 -1.5552
O -2.6079 2.4430 0.1719
H -0.4993 2.6540 -1.2046
H -0.5498 1.0151 -1.9194
H -4.0227 0.8626 -1.1352
H -2.8413 0.1702 -2.1940
C 1.9604 -0.5356 -4.2144
C 1.0118 0.3839 -3.3620
O -0.2090 -0.1579 -2.8811
H 1.4654 -0.9990 -5.0901
H 2.4837 -1.2375 -3.5867
H 2.7098 0.1010 -4.6599
H 0.8796 1.3582 -3.8997
H 1.5138 0.7683 -2.5326
H -0.1198 -1.0700 -2.6256
C -0.1178 1.4483 1.9481
C 0.9898 0.4427 1.6393
O 0.8088 -0.1975 0.3829
H 0.0070 1.9312 2.8386
H -1.1175 1.0226 1.9063
H -0.2419 2.2014 1.1987
H 1.2039 -0.2624 2.4772
H 1.9672 0.9433 1.4289
H 1.5450 -0.6442 0.1110
C -1.7564 -1.7630 2.0189
O -1.8737 -1.1214 0.7878
H -2.7558 -2.1910 2.3215
H -1.4847 -1.1002 2.7708
H -1.0580 -2.5661 1.8716
H -1.0379 -0.6643 0.5856
C 0.7569 -4.6278 2.4881
O 1.4208 -3.4273 2.1374
H -0.2450 -4.5299 1.9756
H 0.5709 -4.5895 3.6014
H 1.2866 -5.5721 2.2657
H 1.1442 -3.1225 1.2359
C -1.1600 5.0196 1.4377
O -1.5128 3.9369 2.3380
H -0.1091 5.3270 1.5598
H -1.8695 5.8293 1.4809
H -1.2071 4.5433 0.4429
H -1.4047 3.2293 1.7981
C 3.9287 -1.1127 0.5330
O 3.1140 -1.5802 -0.4499
H 3.4011 -1.4263 1.4138
H 3.9265 -0.0362 0.4405
H 4.9587 -1.4756 0.5041
H 3.0282 -2.5441 -0.3781
C 1.7574 2.9393 -0.6733
O 0.9575 4.0940 -0.7806
H 2.7035 2.9397 -1.3005
H 1.2142 2.0107 -0.7078
H 2.1178 3.0259 0.3080
H 1.6329 4.7856 -0.8003
C -3.7401 0.8934 3.2187
O -4.3001 0.2024 2.2212
H -3.0954 0.2792 3.9339
H -4.6217 1.2235 3.7684
H -3.0679 1.8113 2.9866
H -3.5928 -0.0692 1.6743

Force components x, y, z for each atom (eV/Å):
N 3.618 -0.977 -1.909
C -0.208 0.324 8.005
N -2.177 0.444 0.894
O -0.160 -0.519 -6.203
H -1.028 -0.015 -0.054
H 0.485 -0.074 0.351
H 0.227 0.159 -0.869
H -0.658 -0.054 0.041
N 1.667 0.432 -0.051
C 0.903 5.977 6.829
N -3.078 -3.179 -1.588
O 1.304 -3.424 -5.581
H -0.875 -0.803 0.023
H -1.141 1.215 0.494
H 0.302 -0.113 0.157
H 0.001 0.962 0.381
C -1.262 0.886 0.160
C 0.683 0.277 -1.933
O 0.118 0.154 -1.671
H -0.027 -0.015 0.670
H -0.004 -0.474 0.118
H 0.332 0.338 -0.001
H -0.892 -1.094 -0.109
H 1.450 0.048 1.653
H 0.164 -0.524 0.300
C -0.220 -2.034 -2.361
C 1.930 0.792 -0.130
O -4.659 1.645 0.985
H 0.510 1.055 2.514
H -0.024 -0.504 0.369
H 0.745 0.319 -0.810
H -0.571 0.166 -0.565
H -0.560 0.374 1.086
H 3.152 -2.167 -1.040
C -1.541 -1.861 -0.812
O -0.746 0.934 -1.075
H 0.921 0.390 -0.486
H 0.837 1.147 1.589
H 0.440 -0.493 0.623
H -0.023 -0.347 -0.036
C -1.702 0.859 0.455
O 0.728 0.483 -0.837
H 0.827 -1.029 0.618
H 0.208 -0.119 -1.106
H -0.127 0.526 -0.256
H 0.147 -0.709 0.938
C 0.279 -1.829 -0.558
O -0.023 4.604 2.318
H -0.387 0.236 0.334
H -0.109 0.311 0.295
H -0.135 0.736 0.120
H -0.292 -3.442 -2.268
C 0.608 0.431 1.431
O -1.031 -1.403 -3.090
H 0.614 0.281 1.438
H 0.180 0.359 0.213
H -0.013 -0.082 -0.010
H -0.269 0.421 0.124
C 1.779 0.114 -0.017
O 0.159 0.321 -1.227
H -1.321 -0.083 0.034
H -0.243 -0.106 -0.420
H 0.933 -0.630 1.702
H -0.729 0.322 -0.014
C 1.639 2.285 3.392
O -1.137 -1.073 -1.651
H -0.722 0.311 -0.690
H 0.436 0.516 0.637
H -1.302 -1.294 -0.242
H 1.069 -0.683 -1.621

The molar mass is 404.50 g mol⁻¹. Its lowest unoccupied orbital energy is -0.260 eV. For the HOMO-LUMO gap, the calculation gives 8.152 eV. Its energy above the lowest of the compared OMol25 structures with the same formula, charge and spin is 336.49 kJ/mol.

Atomic partial charges in e from the Mulliken method, atoms 1 to 6:
1 N -0.28
2 C 0.21
3 N -0.55
4 O -0.53
5 H 0.25
6 H 0.21



(4)
Computed, not measured: 2 unconnected molecules or ions with the total composition C5H11O2 at a distorted geometry, with ωB97M-V/def2-TZVPD.

Atoms and positions in Å:
C 1.2642 0.1138 1.1994
C 2.4992 0.5038 0.4260
C 1.4719 -1.3053 1.8238
O 0.5572 -2.1374 1.6168
O 2.5141 -1.4323 2.5064
H 1.0402 0.6692 2.1135
H 0.3365 0.1328 0.6298
H 3.3950 0.3527 1.0320
H 2.4830 1.5821 0.2007
H 2.6818 -0.0561 -0.4954
C -2.5638 0.9086 -1.4656
C -1.9910 -0.5345 -1.2965
H -3.5841 0.9190 -1.8751
H -2.5764 1.4291 -0.5025
H -1.9492 1.4793 -2.1752
H -1.5817 -0.6767 -0.2939
H -2.8024 -1.2565 -1.4172
H -1.1946 -0.6916 -2.0268

Force components x, y, z for each atom (eV/Å):
C -0.319 -1.427 0.533
C 0.512 1.309 0.271
C -0.719 0.026 -0.399
O 0.276 -0.112 0.184
O 0.254 -0.230 0.162
H 0.485 0.742 -0.203
H 0.239 0.004 -0.350
H -0.129 -0.136 0.200
H 0.014 -0.179 -0.336
H -0.473 -0.023 0.006
C 0.235 -0.527 0.053
C -0.475 0.699 0.150
H 0.036 0.043 0.007
H -0.080 0.153 -0.187
H -0.038 0.138 0.195
H 0.097 -0.053 -0.172
H 0.208 -0.153 -0.174
H -0.121 -0.276 0.061

The molar mass is 103.14 g mol⁻¹. Its lowest unoccupied orbital energy (alpha / beta) is 6.548 / 6.466 eV. The spin multiplicity is 2. As for the charge: -2. For the HOMO-LUMO gap (alpha / beta), the calculation gives 2.666 / 7.877 eV. Its energy above the lowest of the compared OMol25 structures with the same formula, charge and spin is 29.41 kJ/mol.

Atomic partial charges in e from the Mulliken method, atoms 1 to 6:
1 C 1.04
2 C -1.22
3 C 0.30
4 O -0.69
5 O -0.75
6 H 0.30